No. 1
The following is a DFT calculation (wB97M-V/def2-TZVPD) of a structure of composition C24H23BClEuNP in a non-equilibrium geometry.

Highest occupied orbital energy (spin up / spin down): -8.81 / -8.88 eV

```
! RIJCOSX wB97M-V def2-TZVPD def2/J DEFGRID3
* xyz 0 7
H -3.90 -2.51 -3.99
H 1.01 0.62 5.39
H -0.94 0.79 5.51
C 3.02 -2.25 -6.24
H -0.65 2.97 -2.90
C -0.12 3.12 -3.84
H 0.76 -2.42 -1.57
C 0.37 -2.20 -0.57
H 1.34 -2.72 -7.52
H 3.73 -2.85 -6.82
C -1.02 -2.12 -0.20
Eu 0.12 0.56 0.01
C 1.69 -2.18 -6.63
C 0.73 4.58 -5.57
H 4.50 -1.59 -4.81
C 2.55 -0.80 -4.36
C 1.11 2.19 -5.71
H -1.97 -1.62 1.81
C -2.17 0.65 -5.45
C 1.15 -1.98 0.62
H 2.25 -1.89 0.64
C -0.10 0.83 3.40
H -3.90 0.82 -6.73
C 0.25 -1.84 1.71
H -0.39 5.25 -3.85
H 0.86 5.58 -5.99
H 1.81 3.60 -7.17
H -0.16 -0.91 4.84
C 0.03 4.40 -4.37
C -1.54 -0.08 -4.44
H -1.87 -2.27 -0.86
C 0.77 -1.42 -5.90
H 1.54 1.33 -6.24
H -5.02 -1.20 -5.79
H 0.49 -1.80 2.78
H -0.27 -1.38 -6.21
Cl 2.32 1.50 -0.79
H -1.67 -1.80 -3.13
C 1.20 -0.71 -4.76
C -4.04 -0.89 -5.41
C 3.46 -1.55 -5.11
B -0.04 0.31 4.83
C -1.08 -1.84 1.20
C 0.40 2.00 -4.51
C -2.17 -1.22 -3.91
N -0.18 1.23 2.29
C 1.27 3.47 -6.24
H 2.88 -0.26 -3.47
P 0.11 0.36 -3.72
H -1.70 1.54 -5.87
C -3.42 0.24 -5.94
C -3.41 -1.62 -4.40
*
```

No. 2
The following is a DFT calculation (wB97M-V/def2-TZVPD) of a structure of composition C12H18AuI2MnO4S2 in a non-equilibrium geometry.

Highest occupied orbital energy (spin up / spin down): -22.81 / -23.13 eV
Energy relative to the best compared isomer or geometry (same formula, charge and spin): 0.8351 eV

```
! RIJCOSX wB97M-V def2-TZVPD def2/J DEFGRID3
* xyz 4 7
O 3.84 -1.50 0.81
S 0.74 1.04 -0.99
H 1.40 3.71 -0.16
H 4.17 1.05 -0.57
C -2.70 -2.18 1.58
C 2.82 1.66 -2.58
C 0.52 -2.84 1.04
H -3.04 -3.23 1.67
H 3.00 1.30 0.77
H -4.20 -0.61 -1.12
Au 0.83 -1.17 0.04
H -3.60 -3.59 -0.60
S -1.48 -0.53 -0.40
I -1.92 2.95 0.83
H 3.02 0.57 -2.67
H 2.07 1.91 -3.36
C 1.85 3.45 -1.14
H -4.95 -1.47 0.25
C -2.82 -1.72 0.14
O 1.70 2.69 2.79
H -1.83 -3.47 -0.75
H -4.04 0.04 0.54
C 2.70 -1.37 0.58
C -2.78 -2.90 -0.81
I 1.24 -2.60 -2.45
H -3.37 -1.58 2.25
H -1.69 -2.13 1.99
H 3.74 2.20 -2.81
C -4.07 -0.90 -0.06
C 2.31 2.01 -1.21
H -2.88 -2.56 -1.86
O 0.30 -3.85 1.60
H 1.08 3.65 -1.91
H 2.70 4.13 -1.31
Mn -0.34 0.98 1.21
O -1.57 0.12 3.79
C 0.97 1.99 2.17
H 3.90 2.68 0.11
C 3.38 1.73 -0.16
C -1.04 0.34 2.76
*
```

No. 3
The following is a DFT calculation (wB97M-V/def2-TZVPD) of the molecule C4H4N4 in a non-equilibrium geometry.

Highest occupied orbital energy: -9.96 eV
Energy relative to the best compared isomer or geometry (same formula, charge and spin): 3.0277 eV
SMILES string: N#C[C@]1(N)C=CN=N1

```
! RIJCOSX wB97M-V def2-TZVPD def2/J DEFGRID3
* xyz 0 1
C -0.04 0.01 0.51
N 2.42 -1.01 1.24
N -1.24 0.00 1.36
N 0.42 1.44 -1.13
C 1.35 -0.68 1.01
H 0.38 0.09 -2.86
C -0.24 -0.68 -0.84
N 0.23 1.40 0.09
H -0.64 -1.72 -0.83
H -0.90 0.39 2.22
H -1.99 0.55 0.94
C 0.25 0.20 -1.72
*
```

No. 4
The following is a DFT calculation (wB97M-V/def2-TZVPD) of the molecule C4H7NO2.

Highest occupied orbital energy: -10.02 eV
Energy relative to the best compared isomer or geometry (same formula, charge and spin): 0.0731 eV
SMILES string: C[C@H]1CNC(=O)O1

```
! RIJCOSX wB97M-V def2-TZVPD def2/J DEFGRID3
* xyz 0 1
H -1.73 -1.91 -0.26
H 2.01 1.60 0.57
C -1.54 -0.90 0.13
C 0.01 1.14 -0.10
C -0.38 -0.27 -0.61
H -1.30 -0.99 1.19
H -0.57 -0.26 -1.69
O 0.78 -1.09 -0.39
O 2.79 -0.88 0.62
H -2.45 -0.31 0.02
C 1.74 -0.40 0.27
H -0.70 1.49 0.66
N 1.31 0.89 0.48
H 0.04 1.88 -0.91
*
```

No. 5
The following is a DFT calculation (wB97M-V/def2-TZVPD) of the molecule C19H26ClN5O3S2 in a non-equilibrium geometry.

Highest occupied orbital energy: -8.40 eV
Energy relative to the best compared isomer or geometry (same formula, charge and spin): 0.1195 eV
SMILES string: CCN1CCN(S(=O)(=O)c2ccc(Cl)c(C(=O)Nc3nnc(CC(C)C)s3)c2)CC1

```
! RIJCOSX wB97M-V def2-TZVPD def2/J DEFGRID3
* xyz 0 1
C 2.61 1.13 0.49
H 7.51 3.44 -0.64
H -2.80 2.53 -1.75
H 3.88 -0.04 2.56
H -3.85 3.37 -2.90
C 5.32 0.46 1.02
C 0.50 -1.88 0.19
C -5.53 2.03 -1.26
H -5.99 2.17 -2.23
C 6.74 2.67 -0.59
H -5.28 4.14 -0.99
H 7.22 1.70 -0.67
S -4.25 0.54 1.64
H 6.66 2.68 1.56
H 4.06 1.62 -1.02
H -6.31 1.88 -0.52
C -3.46 1.90 0.83
C 0.63 -1.09 -2.08
H 1.80 1.13 -0.24
C -0.74 -1.25 -2.22
H 5.52 3.79 0.79
O 3.60 -2.44 -0.35
O 3.49 -0.49 -1.84
C -1.67 -2.51 1.23
C -2.73 -0.31 1.37
C 3.79 1.97 -0.01
S 3.00 -1.19 -0.68
H 6.17 0.40 1.70
N -2.58 -1.61 1.75
H 4.43 -1.44 1.58
C -4.66 3.24 -0.91
N 4.89 1.84 0.93
H -3.48 4.00 0.73
Cl -3.19 -1.89 -1.32
H -2.94 4.28 -1.69
H -1.23 -1.02 -3.15
C 5.96 2.79 0.72
N -1.84 0.41 0.79
H -4.92 1.12 -1.30
C -4.17 3.17 0.55
H 6.08 2.80 -1.45
C -1.48 -1.70 -1.15
N -2.25 1.64 0.49
H 1.00 -2.13 1.11
H 1.24 -0.72 -2.89
H 3.49 3.02 -0.06
C -3.49 3.36 -1.87
H 2.25 1.52 1.44
C -0.88 -2.01 0.07
H 5.61 0.05 0.04
C 1.23 -1.41 -0.88
O -1.57 -3.62 1.71
H -3.21 -1.97 2.46
N 2.99 -0.25 0.71
C 4.16 -0.38 1.56
H -5.02 3.26 1.23
*
```

No. 6
The following is a DFT calculation (wB97M-V/def2-TZVPD) of the molecule C4H6O2.

Highest occupied orbital energy: -7.91 eV
Energy relative to the best compared isomer or geometry (same formula, charge and spin): 5.8799 eV

```
! RIJCOSX wB97M-V def2-TZVPD def2/J DEFGRID3
* xyz 0 1
H 1.60 -0.85 -1.08
H 0.37 -1.27 1.85
H -2.28 0.27 -0.97
H -0.83 -0.82 -1.32
O -1.17 -0.15 0.72
H -0.65 1.92 0.13
H 1.51 0.84 1.06
C 0.97 0.24 0.33
C 0.29 -1.06 0.78
C -0.38 0.87 0.00
C -1.27 -0.03 -0.72
O 1.83 0.04 -0.77
*
```

No. 7
The following is a DFT calculation (wB97M-V/def2-TZVPD) of a structure of composition C2H27HfO12 in a non-equilibrium geometry.

Highest occupied orbital energy: -16.87 eV
Energy relative to the best compared isomer or geometry (same formula, charge and spin): 9.3377 eV

```
! RIJCOSX wB97M-V def2-TZVPD def2/J DEFGRID3
* xyz 3 1
H -0.74 -1.77 0.25
H -2.29 -5.08 -3.44
H -1.78 -0.64 -0.62
H -0.06 4.79 2.62
H 2.47 6.66 -0.25
H -0.76 4.77 3.96
H 0.05 -2.83 -5.27
O 1.71 6.94 -0.75
H 5.27 1.12 2.03
O -4.01 2.84 -3.05
Hf -0.68 4.93 -3.41
O -0.32 5.36 3.35
H 4.39 -3.67 -3.80
H 0.89 0.14 -0.48
H 6.44 0.17 2.17
O -2.31 -5.86 -2.88
O -2.64 -1.94 6.84
O -1.08 -4.69 4.23
C 0.05 0.32 0.18
H -0.90 -1.66 -5.15
H 6.29 -0.47 -1.26
H -4.87 3.21 -2.85
H -6.33 0.96 1.75
H -2.05 -2.18 7.56
H -2.39 -2.52 6.12
O -5.81 1.68 1.40
O -0.37 1.64 -0.08
H -4.16 1.89 -3.04
O 3.76 -2.96 -3.92
O 5.82 0.23 -1.71
H 0.48 0.34 1.19
O 6.08 0.98 2.52
H -1.76 -5.35 4.15
H -0.50 -4.85 3.48
H 4.10 -2.25 -3.37
C -1.07 -0.74 0.21
O -0.87 -2.59 -5.37
H -1.61 -6.42 -3.22
H -4.96 1.29 1.19
H -1.63 -0.66 1.14
H 1.79 7.89 -0.81
H 6.38 1.00 -1.62
*
```

No. 8
The following is a DFT calculation (wB97M-V/def2-TZVPD) of a structure of composition C3H2O2 in a non-equilibrium geometry.

Highest occupied orbital energy: -9.55 eV
Energy relative to the best compared isomer or geometry (same formula, charge and spin): 4.2807 eV

```
! RIJCOSX wB97M-V def2-TZVPD def2/J DEFGRID3
* xyz 0 1
O -1.63 -0.01 -0.45
C 0.96 -0.41 -0.26
O 1.86 0.40 0.10
H -2.24 0.50 0.09
C 0.26 0.74 1.02
C -0.36 0.26 -0.09
H 1.16 -1.48 -0.42
*
```

No. 9
The following is a DFT calculation (wB97M-V/def2-TZVPD) of the molecule C6H14O in a non-equilibrium geometry.

Highest occupied orbital energy: -10.24 eV
Energy relative to the best compared isomer or geometry (same formula, charge and spin): 0.7637 eV
SMILES string: CCCCCCO

```
! RIJCOSX wB97M-V def2-TZVPD def2/J DEFGRID3
* xyz 0 1
H 1.26 2.32 2.23
O -1.72 0.76 -1.28
H -1.93 -1.26 -1.29
H -0.57 1.53 0.70
C 1.30 1.36 1.73
H 0.73 0.06 -2.01
H -1.20 -0.94 0.94
C -0.16 -0.61 1.02
H 0.88 -2.14 -0.10
H 1.92 1.48 0.84
C 0.15 -0.78 -1.64
H -0.72 0.96 2.30
H 1.85 0.63 2.34
H 1.65 -0.60 -0.09
C -1.33 -0.52 -1.79
H 0.17 -1.18 1.90
H -1.63 -0.57 -2.85
C -0.10 0.86 1.41
C 0.67 -1.07 -0.17
H 0.44 -1.68 -2.20
H -1.64 1.39 -2.00
*
```

Number 9 is which compound? C6H14O